# 1
{"formula": "CH4NOS", "method": "the ωB97M-V functional and the def2-TZVPD basis", "species": ["S", "H", "C", "N", "O", "H", "H", "H"], "positions_angstrom": [[2.29, 0.43, 1.61], [2.97, -0.17, 0.63], [-1.19, -0.55, -0.61], [-0.73, 0.53, 0.06], [-1.86, -0.54, -1.63], [-0.93, -1.49, -0.08], [-0.71, 1.36, -0.53], [0.17, 0.43, 0.56]], "nbo_charge": [-1.031, 0.091, 0.534, -0.847, -0.655, 0.096, 0.369, 0.444], "multiplicity": 1, "relative_energy_kj_mol": 0.0, "total_energy_ev": -15476.4958, "e_homo_ev": -3.11, "total_charge": -1}

---

# 2
{"formula": "C30H44BF2N2O10ReS3Si3", "method": "the ωB97M-V functional and the def2-TZVPD basis", "species": ["Re", "C", "Si", "C", "C", "C", "Si", "C", "C", "C", "Si", "C", "C", "C", "C", "C", "C", "C", "N", "H", "H", "H", "H", "H", "H", "H", "H", "H", "H", "H", "H", "H", "H", "H", "H", "H", "H", "H", "H", "H", "H", "H", "H", "H", "H", "H", "H", "O", "S", "O", "O", "C", "C", "C", "C", "C", "C", "S", "O", "O", "O", "H", "H", "H", "H", "F", "B", "F", "C", "C", "C", "C", "C", "C", "C", "S", "O", "O", "N", "C", "C", "C", "O", "O", "H", "H", "H", "H", "H", "H", "H", "H", "H", "H", "H", "H"], "positions_angstrom": [[0.35, 0.10, 0.37], [-2.76, 1.98, 2.94], [-2.52, 1.87, 1.07], [-4.27, 2.21, 0.42], [-1.51, 3.37, 0.59], [-1.82, 0.23, 0.42], [-2.57, -1.17, 1.46], [-2.22, -2.87, 0.71], [-1.96, -1.17, 3.24], [-4.46, -1.11, 1.61], [-2.28, 0.06, -1.41], [-4.00, -0.65, -1.76], [-2.20, 1.65, -2.41], [-1.12, -1.09, -2.41], [-1.40, -2.44, -2.61], [-0.59, -3.21, -3.43], [0.49, -2.61, -4.04], [0.71, -1.26, -3.80], [-0.07, -0.52, -3.02], [-3.20, 2.96, 3.14], [-1.82, 1.92, 3.48], [-3.43, 1.22, 3.34], [-4.59, 3.18, 0.83], [-4.99, 1.46, 0.78], [-4.36, 2.27, -0.66], [-2.04, 4.27, 0.92], [-1.34, 3.44, -0.48], [-0.52, 3.37, 1.07], [-1.21, -2.96, 0.30], [-2.94, -3.12, -0.07], [-2.32, -3.61, 1.51], [-1.39, -2.08, 3.43], [-2.79, -1.14, 3.95], [-1.31, -0.32, 3.46], [-4.98, -1.03, 0.66], [-4.79, -0.29, 2.25], [-4.77, -2.04, 2.09], [-4.78, 0.01, -1.37], [-4.16, -1.65, -1.34], [-4.12, -0.72, -2.84], [-2.83, 2.44, -2.00], [-2.55, 1.42, -3.42], [-1.19, 2.03, -2.49], [-2.26, -2.89, -2.13], [-0.80, -4.26, -3.59], [1.17, -3.16, -4.68], [1.55, -0.76, -4.26], [1.37, -2.31, -0.89], [2.65, -1.70, -0.60], [3.63, -1.72, -1.66], [2.47, -0.34, 0.02], [3.35, -2.63, 0.76], [4.41, -3.46, 0.47], [4.99, -4.25, 1.45], [4.50, -4.22, 2.74], [3.43, -3.39, 3.05], [2.85, -2.58, 2.07], [1.54, -1.54, 2.69], [2.10, -0.18, 2.82], [1.08, -2.14, 3.89], [0.47, -1.50, 1.61], [4.78, -3.47, -0.55], [5.83, -4.90, 1.20], [4.94, -4.83, 3.52], [3.03, -3.35, 4.05], [0.41, 1.53, 3.14], [1.19, 1.13, 2.08], [2.16, 2.03, 1.77], [-4.28, 4.72, -3.12], [-2.84, 4.75, -3.57], [-1.84, 5.24, -2.74], [-0.52, 5.23, -3.14], [-0.18, 4.70, -4.38], [-1.16, 4.20, -5.22], [-2.49, 4.23, -4.81], [1.51, 4.69, -4.89], [1.57, 4.03, -6.17], [2.03, 6.02, -4.72], [2.29, 3.74, -3.82], [1.93, 2.32, -3.77], [2.32, 1.74, -2.41], [1.44, 2.37, -1.35], [1.45, 3.55, -1.10], [0.55, 1.53, -0.81], [-4.41, 5.22, -2.16], [-4.61, 3.68, -3.00], [-4.94, 5.19, -3.85], [-2.10, 5.64, -1.76], [0.25, 5.61, -2.48], [-0.88, 3.79, -6.18], [-3.26, 3.83, -5.46], [2.32, 4.17, -2.90], [2.47, 1.79, -4.56], [0.86, 2.16, -3.94], [3.36, 1.98, -2.18], [2.19, 0.67, -2.42]], "mulliken_charge": [0.585, -1.183, 0.300, -0.867, -0.364, 0.444, 1.210, -1.307, -1.388, -1.268, -0.510, -1.334, 0.238, 0.705, -0.832, -0.729, -0.984, -0.031, 0.465, 0.408, 0.207, 0.314, 0.439, 0.284, 0.022, 0.637, -0.440, 0.215, 0.121, 0.318, 0.549, 0.469, 0.471, 0.218, 0.295, 0.311, 0.391, 0.310, 0.311, 0.430, -0.827, 0.569, -0.541, 0.264, 0.426, 0.432, 0.253, -0.483, 1.785, -0.724, -0.829, -0.074, -0.656, -0.604, -0.650, -0.797, -0.589, 2.012, -0.703, -0.703, -1.022, 0.550, 0.395, 0.394, 0.568, -0.259, 0.455, -0.155, -1.628, 1.015, -0.317, -0.490, -0.196, -0.343, -0.516, 1.353, -0.742, -0.742, -0.344, -0.646, 0.425, 0.631, -0.690, 1.227, 0.349, 0.243, 0.458, 0.168, 0.381, 0.528, 0.424, 0.416, 0.434, 0.210, 0.545, -1.067], "multiplicity": 2, "relative_energy_kj_mol": 225.3, "total_energy_ev": -119668.9733, "e_homo_ev": [-5.41, -5.10], "total_charge": -1}

---

# 3
{"formula": "C25H32AsCoO9PS", "method": "the ωB97M-V functional and the def2-TZVPD basis", "species": ["Co", "C", "O", "C", "C", "O", "C", "C", "O", "C", "H", "H", "H", "H", "H", "H", "H", "H", "H", "H", "H", "H", "H", "H", "O", "As", "O", "O", "C", "C", "C", "C", "C", "C", "S", "O", "O", "O", "H", "H", "H", "H", "H", "C", "P", "C", "C", "C", "C", "C", "C", "C", "C", "C", "C", "C", "C", "H", "H", "H", "H", "H", "H", "H", "H", "H", "H", "H", "H", "H"], "positions_angstrom": [[0.08, -0.24, -0.35], [-2.33, 0.44, 1.68], [-0.93, 0.10, 1.70], [-0.16, 0.94, 2.55], [0.53, 2.02, 1.77], [1.43, 1.35, 0.89], [2.08, 2.21, -0.04], [2.91, 1.34, -0.94], [2.05, 0.38, -1.54], [2.75, -0.44, -2.48], [-2.50, 1.41, 1.23], [-2.71, 0.42, 2.71], [-2.84, -0.31, 1.08], [0.60, 0.31, 3.03], [-0.78, 1.38, 3.33], [1.08, 2.70, 2.43], [-0.19, 2.59, 1.17], [2.73, 2.91, 0.49], [1.33, 2.76, -0.62], [3.69, 0.82, -0.37], [3.39, 1.95, -1.70], [3.62, -0.91, -2.00], [3.10, 0.17, -3.31], [2.06, -1.19, -2.83], [-1.77, 3.33, -2.68], [-2.03, 1.76, -1.88], [-3.42, 1.88, -1.03], [-0.59, 1.52, -1.03], [-2.00, 0.69, -3.51], [-2.16, 1.37, -4.72], [-2.13, 0.69, -5.92], [-1.94, -0.68, -5.95], [-1.78, -1.38, -4.77], [-1.81, -0.70, -3.56], [-1.49, -1.65, -2.12], [-2.07, -2.95, -2.29], [-0.01, -1.66, -1.98], [-2.00, -0.85, -0.99], [-2.33, 3.94, -2.19], [-2.32, 2.44, -4.69], [-2.26, 1.24, -6.85], [-1.92, -1.21, -6.90], [-1.65, -2.46, -4.76], [1.66, -3.51, -0.22], [1.08, -2.15, 0.86], [-0.30, -2.95, 1.76], [-0.42, -2.89, 3.15], [-1.52, -3.43, 3.78], [-2.53, -4.03, 3.04], [-2.43, -4.08, 1.66], [-1.32, -3.54, 1.02], [2.41, -2.09, 2.10], [2.76, -3.22, 2.84], [3.79, -3.18, 3.76], [4.49, -1.99, 3.96], [4.16, -0.86, 3.24], [3.12, -0.90, 2.32], [1.81, -4.42, 0.36], [2.61, -3.22, -0.68], [0.94, -3.68, -1.01], [0.36, -2.41, 3.74], [-1.60, -3.38, 4.86], [-3.39, -4.46, 3.54], [-3.21, -4.53, 1.06], [-1.28, -3.57, -0.06], [2.21, -4.15, 2.70], [4.05, -4.07, 4.32], [5.30, -1.96, 4.68], [4.70, 0.06, 3.40], [2.84, -0.02, 1.76]], "nbo_charge": [1.512, -0.261, -0.599, -0.082, -0.098, -0.591, -0.091, -0.075, -0.573, -0.252, 0.214, 0.167, 0.233, 0.196, 0.196, 0.180, 0.219, 0.179, 0.231, 0.173, 0.188, 0.166, 0.178, 0.229, -1.040, 2.454, -1.149, -1.303, -0.424, -0.183, -0.198, -0.204, -0.203, -0.252, 2.405, -0.950, -1.073, -1.034, 0.494, 0.248, 0.217, 0.217, 0.238, -0.929, 0.800, -0.365, -0.150, -0.232, -0.207, -0.189, -0.205, -0.369, -0.129, -0.233, -0.193, -0.216, -0.211, 0.230, 0.238, 0.267, 0.206, 0.213, 0.215, 0.222, 0.236, 0.211, 0.218, 0.217, 0.215, 0.243], "multiplicity": 4, "relative_energy_kj_mol": 10.5, "total_energy_ev": -163462.1992, "e_homo_ev": [-8.68, -8.97]}

---

# 4
{"formula": "C18H40O20P2", "method": "the ωB97M-V functional and the def2-TZVPD basis", "species": ["O", "P", "O", "P", "H", "H", "H", "H", "C", "O", "C", "O", "O", "C", "H", "H", "H", "H", "H", "H", "C", "O", "C", "O", "O", "C", "H", "H", "H", "H", "H", "H", "C", "O", "C", "O", "O", "C", "H", "H", "H", "H", "H", "H", "C", "O", "C", "O", "O", "C", "H", "H", "H", "H", "H", "H", "C", "O", "C", "O", "O", "C", "H", "H", "H", "H", "H", "H", "C", "O", "C", "O", "O", "C", "H", "H", "H", "H", "H", "H"], "positions_angstrom": [[-0.09, -3.71, -1.37], [-1.03, -2.36, -1.30], [-0.56, -1.29, -2.49], [-3.10, -2.94, -1.57], [0.66, -3.57, -1.96], [-0.26, -0.51, -2.00], [-3.77, -1.76, -1.21], [-3.42, -3.21, -2.92], [4.56, 2.21, -4.54], [3.61, 1.60, -3.66], [3.61, 0.27, -3.71], [4.30, -0.42, -4.41], [2.69, -0.17, -2.85], [2.57, -1.59, -2.80], [4.47, 3.29, -4.40], [5.58, 1.91, -4.29], [4.34, 1.97, -5.58], [3.51, -2.04, -2.48], [2.27, -1.99, -3.77], [1.80, -1.81, -2.08], [-4.31, -6.02, 0.21], [-5.47, -6.55, 0.87], [-6.09, -5.68, 1.66], [-5.77, -4.54, 1.85], [-7.14, -6.29, 2.21], [-7.90, -5.45, 3.08], [-3.90, -6.83, -0.39], [-4.58, -5.20, -0.44], [-3.57, -5.70, 0.94], [-8.32, -4.61, 2.54], [-7.29, -5.11, 3.91], [-8.72, -6.05, 3.47], [-4.60, -2.08, 2.38], [-4.45, -0.80, 3.02], [-4.78, -0.79, 4.30], [-5.17, -1.72, 4.94], [-4.61, 0.45, 4.77], [-4.93, 0.61, 6.15], [-4.29, -1.95, 1.35], [-3.95, -2.81, 2.85], [-5.62, -2.41, 2.42], [-4.29, -0.02, 6.76], [-5.98, 0.38, 6.33], [-4.74, 1.65, 6.39], [9.59, 5.21, -4.47], [9.31, 5.72, -3.17], [8.30, 5.12, -2.54], [7.63, 4.22, -2.98], [8.15, 5.70, -1.35], [7.09, 5.16, -0.57], [10.43, 5.78, -4.86], [9.87, 4.15, -4.42], [8.74, 5.34, -5.13], [7.26, 4.10, -0.36], [6.13, 5.28, -1.07], [7.08, 5.71, 0.37], [9.99, 8.76, -3.66], [9.77, 10.00, -4.33], [9.60, 9.87, -5.65], [9.62, 8.84, -6.26], [9.41, 11.08, -6.16], [9.21, 11.09, -7.58], [10.11, 8.99, -2.60], [9.14, 8.10, -3.78], [10.89, 8.27, -4.02], [8.33, 10.52, -7.85], [10.09, 10.70, -8.09], [9.07, 12.13, -7.86], [-11.94, -7.58, 7.48], [-10.91, -6.87, 6.79], [-9.67, -7.18, 7.18], [-9.38, -7.98, 8.03], [-8.82, -6.45, 6.47], [-7.45, -6.69, 6.78], [-12.88, -7.24, 7.07], [-11.84, -8.65, 7.32], [-11.91, -7.36, 8.55], [-7.18, -7.72, 6.59], [-7.24, -6.43, 7.82], [-6.86, -6.04, 6.14]], "mulliken_charge": [-0.454, 0.304, -0.443, -0.191, 0.341, 0.347, 0.064, 0.076, -0.604, -0.316, 0.747, -0.531, -0.336, -0.542, 0.207, 0.295, 0.302, 0.408, 0.343, -0.020, -0.557, -0.345, 0.777, -0.497, -0.338, -0.466, 0.260, 0.197, 0.314, 0.304, 0.136, 0.187, -0.403, -0.329, 0.775, -0.541, -0.343, -0.632, 0.070, 0.287, 0.332, 0.290, 0.293, 0.215, -0.695, -0.316, 0.835, -0.547, -0.315, -0.638, 0.197, 0.353, 0.325, 0.295, 0.293, 0.213, -0.527, -0.326, 0.785, -0.549, -0.330, -0.626, 0.268, 0.238, 0.262, 0.295, 0.293, 0.217, -0.645, -0.312, 0.757, -0.538, -0.226, -0.619, 0.219, 0.297, 0.296, 0.328, 0.334, 0.127], "multiplicity": 1, "total_energy_ev": -78842.0469, "e_homo_ev": -8.47}

---

# 5
{"formula": "C32H68N4O14", "method": "the ωB97M-V functional and the def2-TZVPD basis", "species": ["C", "O", "N", "C", "C", "H", "H", "H", "H", "H", "H", "H", "C", "O", "N", "C", "C", "H", "H", "H", "H", "H", "H", "H", "C", "O", "N", "C", "C", "H", "H", "H", "H", "H", "H", "H", "C", "O", "N", "C", "C", "H", "H", "H", "H", "H", "H", "H", "O", "C", "O", "C", "C", "C", "H", "H", "H", "H", "H", "H", "H", "H", "O", "C", "O", "C", "C", "C", "H", "H", "H", "H", "H", "H", "H", "H", "O", "C", "O", "C", "C", "C", "H", "H", "H", "H", "H", "H", "H", "H", "O", "C", "O", "C", "C", "C", "H", "H", "H", "H", "H", "H", "H", "H", "O", "C", "O", "C", "C", "C", "H", "H", "H", "H", "H", "H", "H", "H"], "positions_angstrom": [[1.78, 4.46, -3.95], [1.47, 4.23, -2.78], [2.57, 3.70, -4.73], [2.80, 4.02, -6.13], [3.11, 2.45, -4.19], [1.38, 5.28, -4.57], [3.87, 3.92, -6.32], [2.49, 5.00, -6.50], [2.36, 3.32, -6.84], [4.20, 2.50, -4.15], [2.88, 2.20, -3.16], [2.75, 1.63, -4.82], [-5.69, -6.68, -2.10], [-6.37, -6.98, -3.06], [-6.30, -6.44, -0.91], [-5.45, -6.12, 0.30], [-7.74, -6.22, -0.80], [-4.59, -6.60, -2.12], [-4.41, -6.44, 0.20], [-5.76, -6.61, 1.22], [-5.45, -5.05, 0.50], [-8.04, -5.25, -0.39], [-8.23, -6.27, -1.77], [-8.26, -6.91, -0.13], [11.85, -1.15, 6.47], [12.83, -0.69, 5.83], [10.60, -1.05, 5.99], [9.35, -1.63, 6.54], [10.26, -0.20, 4.84], [11.85, -1.60, 7.48], [9.62, -2.21, 7.41], [8.87, -2.39, 5.92], [8.67, -0.82, 6.80], [9.68, -0.82, 4.16], [9.53, 0.57, 5.08], [11.13, 0.20, 4.31], [-8.82, -0.91, -7.24], [-8.22, 0.14, -7.23], [-8.98, -1.67, -6.16], [-9.74, -2.98, -6.12], [-8.45, -1.21, -4.92], [-9.42, -1.35, -8.06], [-10.49, -2.89, -5.33], [-9.03, -3.73, -5.77], [-10.24, -3.34, -7.02], [-7.69, -0.43, -4.93], [-9.20, -0.98, -4.16], [-7.92, -2.04, -4.45], [1.54, -4.08, 8.83], [0.43, -3.63, 9.14], [-0.64, -3.51, 8.36], [-0.49, -4.09, 7.05], [-0.62, -5.64, 7.22], [0.19, -3.01, 10.51], [0.50, -3.77, 6.73], [-1.33, -3.78, 6.43], [-0.48, -6.19, 6.29], [-1.50, -5.86, 7.83], [0.20, -6.01, 7.83], [-0.57, -3.46, 11.15], [-0.18, -2.01, 10.31], [1.14, -3.11, 11.04], [-4.19, 5.11, 1.86], [-3.95, 3.95, 1.51], [-3.14, 3.03, 2.01], [-2.15, 3.35, 2.90], [-2.47, 2.72, 4.30], [-4.73, 3.36, 0.36], [-1.99, 4.43, 2.87], [-1.21, 3.01, 2.47], [-3.05, 3.46, 4.85], [-1.55, 2.55, 4.85], [-3.02, 1.78, 4.20], [-5.45, 4.13, 0.06], [-5.26, 2.46, 0.65], [-4.10, 3.17, -0.51], [-0.14, -1.99, 0.77], [0.37, -1.90, -0.36], [1.67, -2.14, -0.70], [2.61, -2.64, 0.22], [3.26, -1.38, 0.86], [-0.50, -1.40, -1.49], [3.29, -3.31, -0.30], [2.12, -3.29, 0.95], [3.98, -0.88, 0.21], [3.78, -1.78, 1.74], [2.52, -0.71, 1.30], [-1.41, -1.99, -1.58], [-0.08, -1.51, -2.49], [-0.75, -0.34, -1.37], [3.19, 6.20, 5.84], [4.21, 5.74, 5.31], [5.16, 6.45, 4.72], [5.06, 7.88, 4.64], [6.46, 8.49, 4.32], [4.52, 4.27, 5.40], [4.56, 8.30, 5.51], [4.40, 8.09, 3.79], [6.51, 9.57, 4.50], [6.79, 8.28, 3.30], [7.26, 8.10, 4.94], [4.23, 4.01, 6.41], [5.59, 4.16, 5.23], [3.93, 3.84, 4.59], [-0.78, -1.14, -11.79], [-0.63, 0.08, -11.74], [-1.17, 0.85, -10.83], [-1.96, 0.29, -9.87], [-2.18, 1.34, -8.77], [0.30, 0.81, -12.70], [-1.59, -0.67, -9.52], [-2.97, 0.21, -10.28], [-1.30, 1.38, -8.13], [-2.97, 1.07, -8.08], [-2.42, 2.36, -9.09], [-0.25, 1.29, -13.51], [1.08, 0.15, -13.09], [0.88, 1.57, -12.16]], "mulliken_charge": [0.188, -0.607, 0.116, -0.851, -0.975, 0.256, 0.310, 0.299, 0.313, 0.315, 0.316, 0.321, 0.179, -0.579, 0.078, -0.935, -0.928, 0.293, 0.307, 0.310, 0.334, 0.329, 0.314, 0.300, 0.233, -0.619, 0.066, -0.871, -0.912, 0.271, 0.283, 0.305, 0.318, 0.325, 0.304, 0.296, 0.198, -0.599, 0.078, -0.825, -0.981, 0.267, 0.314, 0.308, 0.284, 0.307, 0.328, 0.320, -0.568, 0.772, -0.351, -0.185, -1.124, -1.018, 0.316, 0.274, 0.355, 0.322, 0.324, 0.298, 0.281, 0.303, -0.572, 0.756, -0.295, -0.299, -1.078, -0.999, 0.358, 0.312, 0.292, 0.348, 0.309, 0.319, 0.282, 0.268, -0.583, 0.724, -0.320, -0.290, -0.985, -0.942, 0.304, 0.320, 0.277, 0.337, 0.306, 0.291, 0.314, 0.248, -0.600, 0.683, -0.277, -0.267, -1.086, -0.813, 0.347, 0.267, 0.356, 0.290, 0.313, 0.286, 0.267, 0.236, -0.582, 0.724, -0.272, -0.175, -1.152, -0.977, 0.349, 0.237, 0.276, 0.374, 0.317, 0.250, 0.320, 0.311], "multiplicity": 1, "relative_energy_kj_mol": 0.0, "total_energy_ev": -68910.0539, "e_homo_ev": -9.34}

---

# 6
{"formula": "C3HN2O5P", "method": "the ωB97M-V functional and the def2-TZVPD basis", "species": ["C", "C", "C", "N", "N", "O", "O", "O", "O", "O", "P", "H"], "positions_angstrom": [[0.24, -0.02, -0.33], [-1.65, 0.01, 0.58], [-3.04, 0.41, 0.68], [-0.91, -0.58, -0.40], [-0.91, 1.04, 1.07], [-2.46, 0.58, 4.38], [0.35, 0.96, 0.56], [-1.57, -0.97, 2.38], [-3.41, 0.64, 1.85], [-1.13, 1.48, 2.30], [-2.12, 0.25, 3.03], [1.09, -0.24, -0.95]], "nbo_charge": [0.421, 0.308, 0.322, -0.440, 0.170, -1.007, -0.236, -1.037, -0.626, -0.535, 2.431, 0.228], "multiplicity": 1, "relative_energy_kj_mol": 48.6, "total_energy_ev": -25628.6621, "e_homo_ev": [-9.58, -9.58]}